1.
{"formula": "C5H10CaO4", "method": "the ωB97M-V functional and the def2-TZVPD basis", "gap_ev": 8.04, "e_homo_ev": -7.8, "elements": ["O", "C", "C", "O", "C", "C", "O", "C", "H", "H", "H", "H", "H", "H", "H", "H", "H", "Ca", "O", "H"], "positions_angstrom": [[-1.829, 1.405, -1.325], [-0.781, 1.732, -2.052], [0.490, 1.646, -1.609], [-1.477, 1.822, 2.297], [1.496, -0.030, -0.128], [0.972, -0.842, 1.032], [-0.441, -1.019, 0.902], [-0.848, -2.248, 0.308], [-0.958, 2.165, -3.047], [1.386, 1.954, -2.146], [2.555, 0.228, 0.013], [1.400, -0.611, -1.057], [1.476, -1.816, 1.090], [1.138, -0.314, 1.980], [-1.752, -2.041, -0.274], [-0.064, -2.640, -0.355], [-1.073, -2.980, 1.096], [-1.372, 0.895, 0.519], [0.662, 1.154, -0.310], [-0.981, 1.538, 3.066]], "mulliken_charge": [-0.94, 0.18, -0.46, -1.04, -0.38, -0.55, -0.57, -0.72, 0.34, 0.36, 0.36, 0.34, 0.45, 0.32, 0.27, 0.36, 0.26, 1.83, -0.59, 0.17]}

2.
{"formula": "C17H25BrN2O3P", "method": "the ωB97M-V functional and the def2-TZVPD basis", "total_charge": 1, "gap_ev": 7.20, "e_homo_ev": -11.7, "elements": ["C", "C", "C", "N", "C", "C", "C", "C", "C", "C", "C", "C", "C", "O", "O", "C", "Br", "C", "P", "O", "C", "C", "C", "N", "H", "H", "H", "H", "H", "H", "H", "H", "H", "H", "H", "H", "H", "H", "H", "H", "H", "H", "H", "H", "H", "H", "H", "H", "H"], "positions_angstrom": [[-2.476, -0.382, -3.871], [-1.421, -0.608, -2.978], [-1.352, 0.334, -1.729], [-0.052, 0.290, -1.006], [0.105, -0.500, 0.138], [-1.049, -1.405, 0.704], [-1.951, -0.706, 1.807], [-3.362, -0.192, 1.228], [-2.321, -1.845, 2.861], [1.389, -0.532, 0.890], [1.595, -1.363, 2.202], [1.788, -0.319, 3.397], [0.459, 0.036, 4.142], [-0.113, -0.734, 4.864], [-0.109, 1.324, 4.034], [2.548, 0.252, 0.395], [4.290, 0.212, 1.293], [2.314, 1.078, -0.835], [3.748, 2.107, -1.448], [3.537, 3.583, -1.207], [0.997, 1.071, -1.493], [0.875, 1.952, -2.780], [1.210, 0.986, -3.994], [1.563, -0.228, -3.765], [-3.321, -1.115, -4.009], [-2.554, 0.566, -4.473], [-0.673, -1.437, -3.106], [-1.611, 1.378, -2.086], [-2.216, 0.041, -1.071], [-1.743, -1.663, -0.152], [-0.668, -2.399, 1.070], [-1.466, 0.176, 2.295], [-3.581, -0.663, 0.223], [-4.172, -0.558, 1.916], [-3.431, 0.926, 1.203], [-2.756, -2.717, 2.281], [-3.118, -1.501, 3.573], [-1.414, -2.256, 3.381], [0.734, -2.024, 2.467], [2.493, -2.027, 2.069], [2.220, 0.663, 3.043], [2.534, -0.717, 4.145], [-0.131, 1.601, 3.100], [3.821, 1.846, -2.862], [5.001, 1.716, -0.910], [-0.132, 2.420, -2.918], [1.631, 2.780, -2.826], [1.118, 1.296, -5.067], [1.724, -0.700, -4.669]], "mulliken_charge": [-0.89, -0.07, -0.62, 0.31, 0.91, -2.29, 1.95, -1.47, -1.61, 0.15, -1.50, -0.26, 0.15, -0.46, -0.51, 0.34, -0.08, 0.47, 0.39, -0.63, 0.51, -1.70, -0.12, -0.43, 0.27, 0.27, 0.41, 0.51, -0.15, 0.85, 0.67, -0.40, 0.40, 0.37, 0.32, 0.40, 0.42, 0.35, 0.14, 0.57, 0.42, 0.42, 0.36, 0.09, 0.10, 0.43, 0.49, 0.48, 0.27]}

3.
{"formula": "C4H2BrClO4", "method": "the ωB97M-V functional and the def2-TZVPD basis", "total_charge": -2, "gap_ev": [6.48, 6.34], "e_homo_ev": [-1.2, -1.1], "elements": ["C", "C", "C", "C", "O", "O", "O", "O", "Cl", "Br", "H", "H"], "positions_angstrom": [[-0.053, 2.209, -1.081], [-0.885, -2.217, 0.954], [0.700, 0.907, -0.986], [-0.021, -1.018, 1.161], [-1.245, 2.251, -1.330], [-0.421, -3.331, 0.683], [0.690, 3.223, -0.973], [-2.059, -1.853, 1.174], [0.388, -0.214, -2.238], [1.584, -1.203, 2.177], [1.846, 1.189, -0.905], [-0.525, 0.056, 1.362]], "mulliken_charge": [0.53, 0.69, -0.13, -0.38, -0.70, -0.73, -0.75, -0.69, -0.20, -0.25, 0.25, 0.36]}

4.
{"formula": "C3H5NO4", "method": "the ωB97M-V functional and the def2-TZVPD basis", "gap_ev": 11.04, "e_homo_ev": -10.3, "elements": ["C", "C", "C", "H", "H", "H", "H", "H", "N", "O", "O", "O", "O"], "positions_angstrom": [[1.622, 0.069, -0.105], [-1.263, -0.873, 0.260], [-0.513, 1.407, -0.011], [1.748, -1.743, -0.290], [-2.317, -1.139, -0.256], [-0.807, -1.000, 1.314], [-1.032, 2.275, -0.774], [-0.245, 1.686, 1.227], [1.035, -1.120, -0.047], [2.768, 0.243, 0.088], [-0.135, -1.302, -0.664], [-1.504, 0.417, -0.140], [0.645, 1.079, -0.602]], "mulliken_charge": [0.47, -0.19, -0.09, 0.28, 0.28, 0.36, 0.19, 0.25, -0.13, -0.50, -0.30, -0.31, -0.31]}

5.
{"formula": "C21H19NO4", "method": "the ωB97M-V functional and the def2-TZVPD basis", "gap_ev": 8.45, "e_homo_ev": -8.2, "elements": ["C", "C", "C", "C", "C", "C", "C", "H", "H", "C", "O", "C", "C", "H", "H", "H", "O", "C", "C", "C", "C", "C", "C", "H", "H", "H", "N", "C", "O", "C", "C", "C", "C", "O", "H", "H", "H", "H", "H", "H", "H", "H", "H", "H", "H"], "positions_angstrom": [[2.831, 2.219, 3.280], [2.343, 0.946, 2.664], [3.218, 0.095, 1.999], [2.769, -1.060, 1.390], [1.417, -1.395, 1.442], [0.542, -0.560, 2.139], [0.998, 0.597, 2.731], [0.306, 1.242, 3.254], [-0.502, -0.834, 2.193], [0.852, -2.590, 0.782], [-0.122, -3.171, 1.209], [1.566, -3.080, -0.488], [0.653, -3.941, -1.362], [0.132, -4.659, -0.734], [1.243, -4.469, -2.106], [-0.080, -3.326, -1.877], [2.212, -2.055, -1.221], [1.544, -0.912, -1.546], [0.215, -0.648, -1.253], [-0.349, 0.584, -1.585], [0.411, 1.547, -2.236], [1.731, 1.265, -2.545], [2.302, 0.057, -2.206], [3.332, -0.164, -2.433], [2.325, 2.009, -3.053], [-0.029, 2.495, -2.491], [-1.683, 0.782, -1.228], [-2.464, 1.888, -1.397], [-2.118, 2.929, -1.919], [-3.826, 1.700, -0.867], [-4.886, 2.571, -0.863], [-5.952, 1.892, -0.236], [-5.469, 0.662, 0.097], [-4.189, 0.533, -0.277], [-5.923, -0.178, 0.585], [-6.939, 2.265, -0.057], [-4.882, 3.563, -1.263], [-2.122, -0.003, -0.763], [-0.404, -1.377, -0.753], [2.396, -3.709, -0.132], [3.473, -1.705, 0.888], [4.269, 0.343, 1.955], [2.261, 2.463, 4.173], [2.710, 3.038, 2.571], [3.885, 2.150, 3.538]], "mulliken_charge": [-1.48, 1.03, -0.81, -0.29, 0.74, -0.80, -0.66, 0.37, 0.46, 0.11, -0.61, 0.29, -1.42, 0.41, 0.38, 0.27, -0.43, 0.02, 0.35, 0.04, -0.66, -0.62, -0.89, 0.47, 0.39, 0.55, 0.04, 0.42, -0.71, 0.33, -0.55, -0.43, -0.44, -0.34, 0.46, 0.45, 0.53, 0.24, 0.51, 0.48, 0.39, 0.37, 0.39, 0.28, 0.38]}

6.
{"formula": "C16H30INO7", "method": "the ωB97M-V functional and the def2-TZVPD basis", "gap_ev": 9.20, "e_homo_ev": -8.8, "elements": ["C", "C", "O", "O", "C", "C", "C", "O", "C", "O", "O", "C", "C", "C", "C", "I", "H", "H", "H", "H", "H", "H", "H", "H", "H", "H", "H", "H", "H", "H", "H", "C", "O", "C", "C", "N", "C", "C", "O", "C", "H", "H", "H", "H", "H", "H", "H", "H", "H", "H", "H", "H", "H", "H", "H"], "positions_angstrom": [[1.926, -0.755, 1.615], [1.184, -1.035, 0.335], [1.239, -0.260, -0.591], [0.531, -2.218, 0.304], [-0.667, -2.246, -0.457], [-0.899, -3.624, -1.096], [0.329, -4.448, -1.320], [-0.033, -5.859, -1.432], [1.095, -6.458, -1.908], [1.376, -7.636, -1.766], [1.857, -5.535, -2.551], [1.113, -4.307, -2.603], [1.981, -3.075, -2.622], [2.929, -2.997, -3.818], [2.223, -2.495, -5.084], [3.051, -0.664, -5.829], [1.700, 0.264, 1.884], [2.979, -0.813, 1.376], [1.694, -1.457, 2.400], [-1.511, -2.045, 0.192], [-0.663, -1.491, -1.230], [-1.344, -3.451, -2.070], [-1.616, -4.187, -0.519], [1.069, -4.441, -0.526], [0.476, -4.373, -3.481], [1.312, -2.223, -2.660], [2.552, -3.046, -1.703], [3.727, -2.315, -3.570], [3.346, -3.978, -4.003], [1.179, -2.303, -4.893], [2.329, -3.204, -5.887], [-1.061, 1.320, 0.966], [-2.142, 2.226, 0.895], [-2.984, 2.230, 2.042], [-2.860, 3.531, 2.804], [-1.555, 3.646, 3.441], [-1.264, 4.961, 4.007], [-1.186, 6.153, 3.060], [-0.086, 6.120, 2.173], [-0.282, 5.388, 0.977], [-0.572, 1.299, -0.003], [-0.327, 1.628, 1.719], [-1.417, 0.310, 1.203], [-2.764, 1.377, 2.691], [-4.014, 2.128, 1.689], [-3.634, 3.565, 3.575], [-3.053, 4.347, 2.094], [-0.838, 3.422, 2.764], [-0.302, 4.885, 4.518], [-2.013, 5.177, 4.776], [-1.040, 7.044, 3.676], [-2.119, 6.309, 2.505], [-1.321, 5.431, 0.641], [0.022, 4.343, 1.088], [0.350, 5.836, 0.211]], "mulliken_charge": [-1.13, 0.84, -0.55, -0.34, -0.38, -1.24, 0.25, -0.48, 0.50, -0.58, -0.39, 0.34, -0.63, -0.95, -1.09, 0.01, 0.29, 0.35, 0.29, 0.47, 0.49, 0.32, 0.36, 0.61, 0.22, 0.27, 0.39, 0.59, 0.28, 0.44, 0.47, -0.44, -0.38, -0.73, -0.27, -0.28, -0.70, -0.48, -0.42, -0.48, 0.25, 0.28, 0.12, 0.37, 0.39, 0.39, 0.18, 0.02, 0.38, 0.40, 0.34, 0.35, 0.27, 0.13, 0.29]}

7.
{"formula": "C4H6O2Rb", "method": "the ωB97M-V functional and the def2-TZVPD basis", "total_charge": 1, "gap_ev": 8.15, "e_homo_ev": -11.7, "elements": ["H", "O", "C", "C", "C", "C", "O", "Rb", "H", "H", "H", "H", "H"], "positions_angstrom": [[-0.933, 1.208, 0.443], [-1.072, 1.227, -2.104], [-0.931, 0.493, -1.039], [0.127, 0.922, -0.160], [0.929, 0.152, 0.869], [0.385, -1.116, 1.433], [-0.496, -1.788, 0.924], [-1.583, -2.708, -1.452], [-1.074, 0.682, -2.902], [0.824, 1.571, -0.712], [1.131, 0.805, 1.733], [1.952, -0.071, 0.520], [0.742, -1.380, 2.447]], "mulliken_charge": [0.13, -0.35, -0.37, -0.12, -0.44, -0.05, -0.44, 0.96, 0.36, 0.28, 0.34, 0.34, 0.35]}

8.
{"formula": "C46H47F7O2S2", "method": "the ωB97M-V functional and the def2-TZVPD basis", "gap_ev": 9.35, "e_homo_ev": -9.0, "elements": ["F", "C", "C", "C", "C", "C", "C", "H", "H", "H", "H", "H", "F", "C", "C", "C", "C", "C", "C", "H", "H", "H", "H", "H", "F", "C", "C", "C", "C", "C", "C", "H", "H", "H", "H", "H", "F", "C", "C", "C", "C", "C", "C", "H", "H", "H", "H", "H", "F", "C", "C", "C", "C", "C", "C", "H", "H", "H", "H", "H", "F", "C", "C", "C", "C", "C", "C", "H", "H", "H", "H", "H", "F", "C", "C", "C", "C", "C", "C", "H", "H", "H", "H", "H", "C", "S", "O", "C", "H", "H", "H", "H", "H", "H", "C", "S", "O", "C", "H", "H", "H", "H", "H", "H"], "positions_angstrom": [[1.382, 0.954, 6.042], [0.540, 1.471, 5.134], [1.105, 1.981, 3.940], [0.228, 2.402, 2.903], [-1.161, 2.561, 3.142], [-1.625, 2.237, 4.388], [-0.842, 1.586, 5.367], [2.173, 1.960, 3.781], [0.671, 2.677, 1.957], [-1.854, 2.892, 2.382], [-2.652, 2.419, 4.668], [-1.157, 1.138, 6.298], [-2.642, -1.103, -5.746], [-1.408, -0.649, -6.145], [-0.414, -0.201, -5.318], [0.712, 0.437, -5.842], [0.828, 0.437, -7.292], [-0.155, -0.152, -8.146], [-1.243, -0.642, -7.496], [-0.593, -0.232, -4.253], [1.464, 0.805, -5.159], [1.716, 0.896, -7.702], [-0.010, -0.182, -9.216], [-2.025, -1.024, -8.136], [3.719, -1.424, 5.431], [3.848, -1.271, 4.094], [2.697, -1.191, 3.313], [2.821, -0.976, 1.965], [4.051, -0.873, 1.331], [5.232, -0.956, 2.171], [5.109, -1.157, 3.521], [1.817, -1.363, 3.915], [1.889, -0.902, 1.425], [4.123, -0.670, 0.273], [6.220, -1.075, 1.751], [5.995, -1.212, 4.137], [-1.212, -6.288, -2.329], [-1.965, -5.183, -2.015], [-3.264, -5.345, -1.578], [-4.032, -4.218, -1.296], [-3.553, -2.933, -1.688], [-2.303, -2.780, -2.118], [-1.458, -3.914, -2.177], [-3.784, -6.281, -1.433], [-5.032, -4.305, -0.897], [-4.078, -2.014, -1.476], [-1.915, -1.787, -2.294], [-0.396, -3.795, -2.333], [-4.170, 4.449, 3.546], [-4.448, 3.882, 2.380], [-5.333, 2.841, 2.363], [-5.580, 2.286, 1.117], [-4.953, 2.726, -0.003], [-3.983, 3.764, 0.008], [-3.755, 4.337, 1.219], [-5.832, 2.538, 3.271], [-6.177, 1.389, 1.049], [-5.165, 2.280, -0.964], [-3.449, 4.107, -0.865], [-3.032, 5.125, 1.367], [3.634, -5.043, -1.738], [3.049, -4.402, -2.786], [2.848, -3.062, -2.768], [2.150, -2.430, -3.765], [1.837, -3.138, -4.906], [2.029, -4.504, -4.960], [2.682, -5.154, -3.900], [3.203, -2.505, -1.913], [1.912, -1.382, -3.657], [1.421, -2.596, -5.742], [1.590, -5.122, -5.730], [2.780, -6.229, -3.877], [3.066, 2.183, -0.128], [4.151, 2.899, 0.234], [4.749, 3.910, -0.488], [5.907, 4.494, -0.074], [6.472, 4.093, 1.122], [5.860, 3.108, 1.854], [4.715, 2.507, 1.405], [4.318, 4.151, -1.449], [6.384, 5.231, -0.704], [7.362, 4.564, 1.514], [6.416, 2.752, 2.708], [4.344, 1.702, 2.021], [-3.438, -0.931, 6.082], [-4.741, -0.848, 4.724], [-5.398, 0.527, 4.758], [-3.643, -0.811, 3.209], [-2.788, -0.079, 5.884], [-2.901, -1.864, 5.910], [-3.765, -0.923, 7.121], [-4.181, -0.583, 2.289], [-3.083, -1.733, 3.051], [-2.842, -0.096, 3.401], [-0.321, 2.390, -0.771], [-1.123, 0.888, -1.411], [0.000, -0.015, -1.941], [-1.449, 0.005, 0.165], [0.221, 2.964, -1.523], [0.522, 2.048, -0.172], [-1.036, 3.013, -0.234], [-0.573, 0.069, 0.810], [-1.698, -1.054, 0.105], [-2.333, 0.526, 0.536]], "mulliken_charge": [-0.35, 0.47, -0.75, -0.22, 0.18, -0.34, -1.27, 0.57, 0.40, 0.23, 0.45, 0.55, -0.30, 0.13, -0.07, -0.46, -0.38, -0.73, -0.17, 0.39, 0.43, 0.33, 0.43, 0.39, -0.35, 0.57, -0.51, 0.01, -0.99, -0.53, -0.64, 0.47, 0.42, 0.65, 0.43, 0.46, -0.30, 0.20, -0.35, -0.66, -0.53, -0.36, -0.26, 0.39, 0.38, 0.48, 0.52, 0.51, -0.36, 0.23, -0.10, -0.47, -0.56, -0.48, -0.45, 0.45, 0.42, 0.43, 0.52, 0.42, -0.31, 0.42, -0.59, -0.10, -0.29, -0.45, -0.46, 0.49, 0.17, 0.34, 0.38, 0.40, -0.08, 0.01, -0.53, -0.58, -0.42, -0.95, 0.55, 0.42, 0.38, 0.38, 0.38, 0.40, -0.38, 0.35, -0.56, -0.58, -0.29, 0.34, 0.41, 0.25, 0.52, -0.03, -0.19, 0.32, -0.48, -0.31, 0.50, -0.39, 0.17, -0.01, 0.36, 0.03]}